A 2-piece molecular cluster, C22H17N5O9P overall at a distorted geometry, computed with wB97M-V/def2-TZVPD.

```
54
Properties=species:S:1:pos:R:3:forces:R:3
C 5.189820 1.066594 4.975958 0.060 0.227 0.050
C 4.199464 0.045978 4.466260 0.149 0.299 0.022
O 3.014889 0.722187 4.028733 1.190 -0.512 0.424
C 2.066633 -0.188447 3.634370 -1.930 0.086 -0.805
C 0.880962 0.470956 3.176204 0.625 -1.527 0.773
P -0.496086 -0.452233 2.629921 1.015 0.732 -0.855
C -0.610752 -2.166351 3.263141 0.107 -0.317 0.372
C -0.156419 -2.557748 4.527162 -0.201 -0.498 0.120
C -0.277792 -3.888814 4.953562 -0.082 0.348 -0.243
C -0.863594 -4.843337 4.118813 -0.054 0.179 -0.183
C -1.328397 -4.461760 2.853291 0.162 0.246 0.300
C -1.195030 -3.133970 2.430007 0.015 -0.043 0.137
C -1.949654 0.371174 3.388350 -0.310 0.036 -0.119
C -2.170363 0.339571 4.769116 -0.465 0.354 0.048
C -3.250345 1.035098 5.330280 0.227 -0.192 -0.267
C -4.125527 1.749785 4.507595 0.118 -0.054 -0.239
C -3.921672 1.761917 3.121585 0.164 -0.103 0.273
C -2.835357 1.076728 2.564180 -0.178 0.041 0.306
O -0.617610 -0.495792 1.134489 -0.779 -0.067 -0.149
O 2.287332 -1.406040 3.714413 0.178 0.589 0.104
H 6.092561 0.538456 5.294986 0.025 0.095 0.014
H 5.469177 1.792516 4.203447 -0.082 -0.114 0.106
H 4.789463 1.612964 5.837949 0.044 -0.058 -0.158
H 4.633184 -0.514986 3.625209 -0.160 -0.005 0.277
H 3.954897 -0.658615 5.274008 0.025 0.066 -0.348
H 0.948838 1.529854 2.958644 -0.354 -0.022 0.187
H 0.317894 -1.840264 5.191784 -0.042 -0.069 -0.238
H 0.099311 -4.163470 5.940640 -0.119 0.008 -0.284
H -0.958845 -5.880827 4.449589 0.034 0.307 -0.101
H -1.796677 -5.192757 2.192356 0.147 0.159 0.174
H -1.545075 -2.845252 1.437419 0.174 0.044 0.279
H -1.501064 -0.225293 5.417333 -0.082 0.173 -0.173
H -3.401988 1.012922 6.411062 0.007 0.017 -0.285
H -4.965532 2.295682 4.944644 0.245 -0.170 -0.143
H -4.607360 2.307895 2.473337 0.148 -0.098 0.157
H -2.672622 1.081981 1.484744 0.039 -0.062 0.311
O -0.257404 3.042294 -6.472116 0.029 0.246 1.144
N -0.281816 3.296676 -5.279683 0.720 -0.385 1.537
C 0.420348 2.872498 -4.166194 -1.027 0.555 -1.995
C -0.106683 3.544765 -3.047824 -1.591 1.525 0.039
N -1.109013 4.392178 -3.420982 1.993 -1.823 0.390
O -1.207216 4.227614 -4.782068 0.026 -0.131 -0.293
C 0.494546 3.304972 -1.733967 1.782 -1.489 -0.298
N 0.058093 3.933552 -0.505063 -0.233 0.988 3.084
O -1.023774 4.541326 -0.425345 1.798 -1.216 -1.084
O 0.833270 3.818521 0.476661 -1.414 0.209 -2.114
C 1.598065 2.435975 -1.629686 -1.575 1.384 0.577
C 2.081799 1.805820 -2.785290 1.300 -1.425 -1.679
N 3.147984 0.919415 -2.977437 -0.965 0.870 1.081
O 3.953707 0.417354 -2.210234 -0.929 0.601 -1.244
O 3.186693 0.622609 -4.352355 -0.065 0.168 0.691
N 2.186828 1.279291 -5.038392 -1.257 1.424 2.277
C 1.526018 1.988610 -4.072081 1.663 -1.697 -1.957
H 2.089342 2.253360 -0.677846 -0.317 0.101 -0.004
```
Forces are in eV/Å.

Output
charge: -1
2S+1: 1
highest occupied orbital energy: -3.696 eV

Atom charges from the natural (NBO) analysis, given in e for atoms 1 to 6:
1. C -0.6177
2. C -0.0670
3. O -0.5496
4. C 0.7345
5. C -1.0272
6. P 1.9121